DFT (ωB97M-V with the def2-TZVPD basis set) results for one molecule with the formula C5H10O2.

Structure (ORCA input):
```
! RIJCOSX wB97M-V def2-TZVPD def2/J DEFGRID3
* xyz 0 1
C 3.230 -0.358 0.066
O 1.983 0.062 -0.422
C 0.951 -0.273 0.480
C -0.395 -0.006 -0.114
C -3.164 0.234 -0.762
C -1.251 0.823 0.489
O -2.549 1.057 0.207
H 3.440 0.065 1.062
H 3.995 -0.015 -0.635
H 3.283 -1.457 0.146
H 1.072 0.288 1.424
H 1.036 -1.345 0.739
H -0.654 -0.560 -1.013
H -2.979 0.607 -1.775
H -2.810 -0.801 -0.688
H -4.235 0.265 -0.557
H -0.951 1.414 1.353
*
```

Summary:
HOMO = -8.88 eV
Energy above the lowest of the compared OMol25 structures with the same formula, charge and spin = 254.0 kJ/mol
LUMO level = 1.04 eV

Results of the Löwdin charge analysis, in e, for atoms 1 through 2:
1 C -0.13
2 O -0.18